[1]
The following is a DFT calculation (the ωB97M-V functional and the def2-TZVPD basis) of a single C3H7N3S molecule at a distorted geometry.

```
14
Properties=species:S:1:pos:R:3:lowdin_charge:R:1
C -0.40 -1.22 0.17 -0.181
C 0.81 -0.82 0.53 -0.382
C -1.18 -0.35 -0.76 -0.339
N 3.14 0.09 -0.29 -0.364
N -0.99 1.03 -0.58 -0.147
N -1.18 1.46 0.70 0.006
S 1.64 0.65 -0.02 0.854
H -0.84 -2.15 0.52 0.103
H 1.57 -1.28 1.14 0.048
H -0.98 -0.49 -1.87 0.125
H -2.33 -0.68 -0.73 0.144
H 3.71 0.67 -0.87 -0.054
H -1.55 0.71 1.38 0.142
H -1.41 2.38 0.68 0.044
```

* HOMO-LUMO gap (alpha / beta): 8.1985 / 7.6180 eV
* E_tot: -680.78750 Ha

[2]
The following is a DFT calculation (the ωB97M-V functional and the def2-TZVPD basis) of 2 unconnected molecules or ions with the total composition C4H12 at a distorted geometry.

```
16
Properties=species:S:1:pos:R:3:lowdin_charge:R:1
C -1.56 0.48 -2.47 -0.164
C -0.10 1.04 -2.31 -0.159
H -1.60 -0.50 -1.97 0.054
H -2.18 1.07 -1.77 0.059
H -1.83 0.34 -3.50 0.053
H 0.04 1.73 -1.49 0.046
H 0.03 1.67 -3.21 0.064
H 0.50 0.15 -2.18 0.047
C 1.58 -0.42 2.48 -0.154
C 0.17 -1.04 2.27 -0.181
H 1.53 0.15 3.41 0.061
H 2.41 -1.07 2.69 0.047
H 1.69 0.08 1.51 0.061
H -0.58 -0.27 2.39 0.057
H -0.14 -1.89 2.88 0.051
H 0.05 -1.52 1.27 0.059
```

* HOMO-LUMO gap: 12.5335 eV
* E_tot: -159.55289 Ha

[3]
The following is a DFT calculation (the ωB97M-V functional and the def2-TZVPD basis) of a molecular structure, C41H40AsClCrN4S2.

```
90
Properties=species:S:1:pos:R:3:lowdin_charge:R:1
Cr 0.43 -1.10 0.36 0.739
C 2.53 -0.91 1.16 -0.253
C 2.41 -0.17 -0.06 -0.265
C 2.14 -1.08 -1.11 -0.266
C 2.06 -2.38 -0.56 -0.255
C 2.29 -2.27 0.85 -0.258
C 2.32 -3.41 1.83 -0.007
C 1.98 -3.65 -1.34 -0.025
C 2.12 -0.72 -2.56 -0.012
C 2.74 1.28 -0.29 -0.022
C 2.84 -0.36 2.51 -0.009
H 2.01 -3.10 2.82 0.083
H 3.33 -3.82 1.91 0.100
H 1.66 -4.22 1.51 0.075
H 1.30 -3.57 -2.19 0.052
H 1.67 -4.49 -0.73 0.069
H 2.97 -3.89 -1.74 0.103
H 1.51 0.17 -2.75 0.073
H 1.74 -1.53 -3.18 0.069
H 3.13 -0.48 -2.90 0.102
H 2.00 1.78 -0.91 0.057
H 3.70 1.35 -0.82 0.101
H 2.85 1.83 0.65 0.073
H 2.27 -0.86 3.30 0.083
H 2.62 0.71 2.57 0.071
H 3.90 -0.49 2.74 0.100
N 0.36 2.18 1.67 0.151
C -0.28 1.22 2.35 -0.670
N -0.37 -0.04 1.97 0.016
C -1.10 -0.79 2.87 -0.311
C -1.53 -0.12 3.96 -0.307
S -1.04 1.53 3.87 1.115
C -1.38 -2.16 2.46 -0.312
C -2.14 -3.10 3.06 -0.311
S -2.27 -4.49 2.06 1.117
C -1.28 -3.73 0.87 -0.654
N -0.86 -2.53 1.22 0.025
N -0.94 -4.34 -0.28 0.145
H 0.54 2.00 0.69 0.057
H 0.11 3.14 1.86 0.113
H -2.13 -0.49 4.78 0.087
H -2.65 -3.04 4.01 0.088
H -1.48 -5.15 -0.56 0.117
H -0.65 -3.75 -1.05 0.042
Cl -1.23 -2.35 -3.12 0.745
C -2.47 -1.91 -1.97 -0.595
C -3.67 -2.60 -2.03 -0.112
C -4.67 -2.32 -1.11 -0.082
C -4.45 -1.33 -0.16 -0.070
C -3.25 -0.65 -0.12 -0.047
C -2.21 -0.91 -1.03 -0.319
C -0.92 -0.20 -0.95 -0.190
H -3.82 -3.35 -2.79 0.106
H -5.61 -2.85 -1.16 0.106
H -5.23 -1.09 0.56 0.108
H -3.10 0.12 0.62 0.100
H -1.09 0.80 -0.54 0.010
H -0.47 -0.08 -1.94 0.013
C -4.14 0.88 -4.35 -0.079
C -2.79 0.66 -4.55 -0.094
C -1.85 1.39 -3.84 -0.145
C -2.26 2.35 -2.92 -0.389
C -3.62 2.58 -2.73 -0.090
C -4.56 1.84 -3.44 -0.073
As -0.89 3.28 -1.89 1.351
C -0.96 5.08 -2.63 -0.338
C -0.41 5.50 -3.83 -0.096
C -0.51 6.84 -4.18 -0.079
C -1.15 7.74 -3.34 -0.071
C -1.69 7.32 -2.14 -0.021
C -1.61 5.98 -1.78 -0.201
C -2.18 5.37 -0.56 -0.196
C -2.90 6.05 0.42 -0.015
C -3.44 5.35 1.49 -0.070
C -3.28 3.97 1.59 -0.087
C -2.54 3.29 0.62 -0.127
C -1.98 3.99 -0.44 -0.357
H -4.88 0.31 -4.90 0.106
H -2.46 -0.09 -5.27 0.101
H -0.80 1.21 -3.99 0.088
H -3.96 3.33 -2.02 0.103
H -5.61 2.02 -3.28 0.106
H 0.10 4.81 -4.48 0.103
H -0.09 7.18 -5.12 0.106
H -1.22 8.79 -3.62 0.107
H -2.19 8.03 -1.49 0.108
H -3.06 7.11 0.35 0.110
H -4.01 5.87 2.24 0.108
H -3.73 3.42 2.41 0.099
H -2.43 2.22 0.68 0.072
```

* ⟨S²⟩: 3.833
* HOMO-LUMO gap (alpha / beta): 7.9029 / 7.9790 eV
* E_tot: -6342.11826 Ha
* 2S+1: 4
* charge: +1

[4]
The following is a DFT calculation (the ωB97M-V functional and the def2-TZVPD basis) of a single C6H13NO2 molecule at a distorted geometry.

```
22
Properties=species:S:1:pos:R:3:lowdin_charge:R:1
C 0.78 1.92 0.05 -0.098
C -0.03 -0.79 -2.36 -0.025
C 0.91 -0.81 -1.21 -0.370
O -0.19 0.93 -0.23 -0.200
N 2.15 -1.02 -1.34 0.169
H 2.63 -1.04 -0.44 0.067
H 0.83 2.61 -0.80 0.095
H 1.77 1.48 0.22 0.085
H 0.48 2.51 0.92 0.083
H -0.61 -1.71 -2.40 0.091
H 0.52 -0.69 -3.30 0.087
H -0.69 0.08 -2.35 0.079
C 0.03 0.04 2.14 -0.009
C -1.94 -0.51 0.68 0.003
C -0.44 -0.25 0.72 -0.566
O 0.30 -1.26 0.15 -0.032
H -0.44 0.93 2.56 0.092
H 1.12 0.16 2.18 0.087
H -0.19 -0.82 2.78 0.094
H -2.29 -0.70 -0.33 0.082
H -2.18 -1.39 1.28 0.093
H -2.50 0.34 1.08 0.092
```

* HOMO-LUMO gap: 10.8684 eV
* E_tot: -441.59612 Ha

[5]
The following is a DFT calculation (the ωB97M-V functional and the def2-TZVPD basis) of 10 unconnected molecules or ions with the total composition H20O10 at a distorted geometry.

```
30
Properties=species:S:1:pos:R:3:lowdin_charge:R:1
O -2.41 -3.36 -0.39 -0.065
H -1.53 -3.74 -0.42 0.036
H -2.66 -3.04 -1.30 0.100
O 1.20 -0.38 3.38 -0.067
H 0.99 0.55 3.23 0.024
H 1.51 -0.77 2.58 -0.021
O 1.63 3.85 -0.57 -0.062
H 2.09 3.08 -0.25 -0.014
H 0.76 3.68 -0.89 -0.012
O 1.53 -2.78 2.30 -0.065
H 2.52 -2.83 2.38 0.087
H 1.14 -3.63 2.10 0.041
O 1.32 0.32 -3.25 -0.091
H 1.98 0.60 -3.95 0.066
H 0.49 0.54 -3.74 0.042
O -0.11 1.96 -1.46 -0.036
H -0.81 1.91 -0.81 0.059
H -0.48 2.08 -2.32 0.017
O -2.91 -1.54 1.47 -0.070
H -2.33 -2.10 0.94 -0.038
H -2.40 -1.55 2.28 0.033
O 2.26 2.40 1.83 -0.076
H 3.07 2.96 1.86 0.068
H 2.66 1.60 1.40 0.060
O -3.22 2.01 -2.05 -0.025
H -2.35 2.05 -2.43 -0.006
H -3.26 1.37 -1.34 0.030
O 0.10 -1.82 -0.34 -0.056
H -0.51 -1.13 -0.62 0.033
H -0.27 -2.32 0.40 0.007
```

* HOMO-LUMO gap: 10.2662 eV
* E_tot: -764.31877 Ha

[6]
The following is a DFT calculation (the ωB97M-V functional and the def2-TZVPD basis) of 2 unconnected molecules or ions with the total composition C5H15NSi at a distorted geometry.

```
22
Properties=species:S:1:pos:R:3:lowdin_charge:R:1
C 0.10 -2.44 1.04 -0.093
C -1.37 -1.63 2.78 -0.085
C 0.03 2.81 -0.98 -0.281
C 1.12 1.90 -3.85 -0.289
C -0.10 -1.26 2.03 -0.493
N -0.20 -0.02 1.21 0.007
Si 0.26 1.57 -2.19 0.673
H -0.95 -2.63 0.69 0.084
H 0.69 -2.21 0.09 0.084
H 0.40 -3.35 1.50 0.053
H -1.43 -2.73 2.76 0.075
H -2.13 -1.13 2.41 0.016
H -1.33 -1.35 3.90 0.103
H 0.51 0.02 0.46 0.028
H -0.73 2.90 -0.25 -0.065
H 0.19 3.84 -1.44 -0.020
H 1.01 2.98 -4.25 0.057
H 2.18 1.85 -3.70 -0.010
H 0.89 1.14 -4.65 0.027
H 0.74 -1.25 2.71 0.112
H 0.00 0.86 1.74 0.084
H 0.10 0.12 -2.02 -0.070
```

* HOMO-LUMO gap: 8.9129 eV
* E_tot: -543.63846 Ha

Question: Among the records above, which one has the highest E_tot?
Answer: C4H12